4 unconnected molecules or ions with the total composition C44H71BrN3O9, computed with ωB97M-V with the def2-TZVPD basis set.

Properties
E_LUMO = -3.744 eV
DFT total energy = -5134.39026 Eh
Net charge = +1

The geometry in XYZ format:
```
128
Properties=species:S:1:pos:R:3:mulliken_charge:R:1
C 3.583 -3.699 7.851 -1.52
C 3.592 -3.106 6.467 0.99
C 4.718 -3.212 5.649 -0.95
C 4.724 -2.669 4.374 -0.42
C 3.613 -1.996 3.864 0.49
C 3.691 -1.452 2.457 -1.28
C 2.545 -1.785 1.498 2.91
C 2.024 -3.221 1.629 -2.02
C 3.079 -4.333 1.735 -0.22
C 2.857 -5.263 2.926 -0.85
C 1.613 -6.157 2.794 -0.93
O 1.352 -6.566 1.455 -0.56
N 1.399 -0.859 1.876 -0.05
C 0.451 -0.814 0.859 -2.12
N -0.688 -1.363 1.065 0.35
C -1.760 -1.512 0.064 -0.58
C -2.955 -2.202 0.678 0.64
C -3.361 -1.840 1.966 -0.38
C -4.448 -2.448 2.574 -0.86
C -5.151 -3.427 1.884 -0.61
C -4.766 -3.769 0.598 -0.60
C -3.675 -3.166 -0.033 0.66
C -3.346 -3.592 -1.440 -1.62
N 0.751 -0.338 -0.417 0.89
C 1.006 1.101 -0.470 -0.89
C -0.059 1.779 -1.330 0.61
O -0.655 1.287 -2.218 -0.42
Br -0.347 3.633 -0.813 -0.18
C 1.838 -1.203 -0.937 -1.93
C 2.995 -1.466 0.042 -0.74
O 3.678 -2.524 -0.571 0.13
C 5.105 -2.515 -0.499 -0.07
C 5.743 -3.237 -1.692 -0.28
C 4.918 -3.091 -2.968 -1.61
C 6.089 -4.706 -1.404 0.75
C 7.028 -4.855 -0.201 -1.77
C 4.850 -5.612 -1.262 -1.35
C 2.496 -1.874 4.687 -0.20
C 2.487 -2.425 5.963 -1.12
H 3.992 -4.709 7.824 0.37
H 2.561 -3.782 8.217 0.37
H 4.165 -3.098 8.547 0.31
H 5.599 -3.730 6.007 0.40
H 5.605 -2.778 3.752 0.39
H 3.791 -0.359 2.491 0.83
H 4.618 -1.814 2.019 0.33
H 1.386 -3.244 2.515 1.01
H 1.390 -3.429 0.760 0.38
H 3.059 -4.940 0.834 0.71
H 4.084 -3.922 1.810 -0.12
H 2.753 -4.681 3.845 -0.11
H 3.741 -5.888 3.055 0.62
H 1.769 -7.062 3.381 0.44
H 0.739 -5.658 3.221 0.35
H 0.593 -6.083 1.123 0.30
H 1.772 0.069 2.054 0.59
H -0.832 -1.755 1.992 0.66
H -1.354 -2.060 -0.779 0.24
H -2.030 -0.514 -0.283 0.23
H -2.847 -1.047 2.500 0.49
H -4.744 -2.142 3.567 0.41
H -5.999 -3.900 2.358 0.41
H -5.330 -4.518 0.057 0.45
H -2.716 -2.885 -1.975 0.42
H -2.864 -4.570 -1.455 0.32
H -4.263 -3.685 -2.022 0.45
H 0.980 1.579 0.511 0.53
H 1.975 1.315 -0.921 0.47
H 2.225 -0.723 -1.833 0.43
H 1.426 -2.165 -1.244 0.28
H 3.643 -0.579 0.085 0.50
H 5.455 -1.478 -0.484 0.31
H 5.415 -2.996 0.430 -0.20
H 6.691 -2.726 -1.881 0.56
H 4.807 -2.047 -3.266 0.40
H 3.927 -3.530 -2.876 0.25
H 5.432 -3.603 -3.783 0.45
H 6.647 -5.051 -2.278 0.63
H 6.480 -4.875 0.742 0.35
H 7.768 -4.053 -0.177 0.34
H 7.577 -5.794 -0.273 0.46
H 4.734 -6.273 -2.120 0.27
H 4.918 -6.245 -0.378 0.44
H 3.931 -5.029 -1.190 0.23
H 1.611 -1.353 4.346 0.33
H 1.598 -2.312 6.569 0.37
O -6.342 7.648 -3.203 -0.57
C -5.585 6.865 -2.703 0.79
O -4.357 6.713 -3.247 -0.37
C -3.367 5.864 -2.668 -0.42
C -3.536 4.422 -3.097 -0.30
C -6.007 5.991 -1.542 -1.01
H -3.359 5.970 -1.582 0.35
H -2.419 6.259 -3.034 0.28
H -4.489 4.013 -2.759 0.20
H -2.738 3.808 -2.680 -0.15
H -3.509 4.346 -4.184 0.32
H -6.534 5.121 -1.938 0.25
H -6.704 6.561 -0.934 0.34
H -5.193 5.649 -0.909 0.31
O -9.318 2.875 -0.853 -0.58
C -9.774 3.574 -1.717 0.81
O -8.986 3.884 -2.765 -0.38
C -9.440 4.632 -3.903 -0.48
C -9.348 6.122 -3.661 -0.66
C -11.165 4.154 -1.631 -0.98
H -10.436 4.311 -4.210 0.37
H -8.754 4.339 -4.697 0.32
H -10.024 6.450 -2.870 0.23
H -9.588 6.675 -4.569 0.39
H -8.335 6.380 -3.360 0.06
H -11.116 5.070 -1.043 0.26
H -11.794 3.441 -1.105 0.31
H -11.620 4.381 -2.591 0.34
O 4.720 8.996 -1.323 -0.54
C 3.813 8.300 -1.672 0.70
O 3.718 7.058 -1.135 -0.39
C 2.612 6.191 -1.371 -0.36
C 2.770 5.392 -2.649 -0.77
C 2.818 8.737 -2.723 -0.85
H 1.671 6.744 -1.348 0.38
H 2.608 5.525 -0.508 0.24
H 2.786 6.037 -3.527 0.29
H 1.945 4.687 -2.762 0.19
H 3.709 4.837 -2.628 0.30
H 3.242 8.522 -3.704 0.25
H 2.690 9.812 -2.635 0.31
H 1.843 8.263 -2.651 0.27
```


11 unconnected molecules or ions with the total composition C44H73N9O4S2 at a distorted geometry, computed with ωB97M-V with the def2-TZVPD basis set.

Properties
E_LUMO (alpha / beta) = -4.164 / -8.190 eV
DFT total energy = -3310.00114 Eh
Net charge = +1
Spin multiplicity = 2
<S²> = 0.7621

The geometry in XYZ format:
```
132
Properties=species:S:1:pos:R:3:lowdin_spin:R:1
C 0.591 5.629 0.259 0.00
C 1.865 6.385 -0.257 0.00
C 3.081 5.424 -0.614 0.00
C 2.686 4.353 -1.615 0.00
N 2.341 3.534 -2.425 0.00
H 0.084 6.307 0.944 0.00
H 0.766 4.721 0.836 0.00
H -0.136 5.398 -0.520 0.00
H 2.310 7.075 0.460 0.00
H 1.530 6.960 -1.120 0.00
H 3.350 4.842 0.268 0.00
H 3.898 6.060 -0.955 0.00
C -2.689 2.101 -4.357 0.00
C -3.842 2.116 -3.434 0.00
C -4.445 3.556 -3.377 0.00
C -5.125 4.009 -4.633 0.00
N -5.651 4.403 -5.587 0.00
H -2.373 1.093 -4.627 0.00
H -1.836 2.580 -3.876 0.00
H -2.909 2.670 -5.261 0.00
H -3.409 1.821 -2.479 0.00
H -4.602 1.368 -3.659 0.00
H -3.724 4.348 -3.175 0.00
H -5.131 3.588 -2.531 0.00
C 4.276 -3.717 1.891 0.00
C 3.508 -2.889 2.901 0.00
C 2.386 -3.600 3.765 0.00
C 1.176 -3.922 2.898 0.00
N 0.291 -4.085 2.144 0.00
H 4.896 -4.453 2.404 0.00
H 5.001 -3.101 1.360 0.00
H 3.615 -4.203 1.173 0.00
H 3.024 -2.063 2.381 0.00
H 4.243 -2.425 3.559 0.00
H 2.004 -2.952 4.553 0.00
H 2.654 -4.506 4.309 0.00
C 1.460 0.301 4.227 0.00
C 2.469 1.231 4.840 0.00
C 3.795 0.603 5.176 0.00
C 3.761 -0.725 5.805 0.00
N 3.670 -1.811 6.285 0.00
H 1.065 -0.415 4.947 0.00
H 1.888 -0.267 3.401 0.00
H 0.540 0.741 3.842 0.00
H 2.046 1.585 5.780 0.00
H 2.617 2.177 4.320 0.00
H 4.318 1.309 5.822 0.00
H 4.317 0.335 4.258 0.00
C -4.233 4.721 -0.034 0.00
C -4.342 3.212 0.402 0.00
C -5.621 2.597 -0.021 0.00
C -6.809 3.472 0.213 0.00
N -7.726 4.113 0.335 0.00
H -3.253 5.117 0.233 0.00
H -4.967 5.340 0.482 0.00
H -4.408 4.971 -1.080 0.00
H -4.146 3.155 1.473 0.00
H -3.537 2.632 -0.048 0.00
H -5.826 1.731 0.608 0.00
H -5.619 2.262 -1.058 0.00
C 1.643 -4.072 -2.789 0.00
C 2.150 -4.999 -1.759 0.00
C 3.678 -5.205 -1.763 0.00
C 4.363 -5.862 -2.892 0.00
N 4.930 -6.365 -3.731 0.00
H 0.572 -3.937 -2.638 0.00
H 1.846 -4.453 -3.790 0.00
H 2.128 -3.100 -2.709 0.00
H 1.580 -5.923 -1.861 0.00
H 1.862 -4.603 -0.785 0.00
H 3.956 -5.837 -0.919 0.00
H 4.185 -4.256 -1.588 0.00
C 0.082 -1.466 -0.441 0.00
C 1.178 -0.663 0.352 0.00
C 1.275 0.837 -0.084 0.00
S -0.363 1.204 -0.933 0.00
O -0.171 1.222 -2.372 0.00
O -1.094 2.257 -0.226 0.00
C -1.136 -0.464 -0.471 0.00
H -0.160 -2.461 -0.069 0.00
H 0.369 -1.636 -1.479 0.00
H 2.182 -1.063 0.213 0.00
H 0.990 -0.653 1.425 0.00
H 2.060 1.051 -0.810 0.00
H 1.293 1.501 0.780 0.00
H -2.020 -0.699 -1.064 0.00
H -1.533 -0.383 0.541 0.00
C -3.492 -3.844 -0.505 0.00
C -3.930 -3.519 -1.965 0.00
C -4.653 -2.122 -1.942 0.00
S -5.154 -1.731 -0.222 0.00
O -6.608 -1.741 -0.041 0.00
O -4.397 -0.671 0.414 0.00
C -4.637 -3.380 0.457 0.00
H -2.551 -3.451 -0.120 0.00
H -3.343 -4.924 -0.537 0.00
H -4.613 -4.260 -2.377 0.00
H -3.092 -3.554 -2.662 0.00
H -5.588 -2.081 -2.501 0.00
H -4.044 -1.286 -2.286 0.00
H -5.554 -3.962 0.366 0.00
H -4.440 -3.229 1.519 0.00
N 0.764 0.307 -4.739 0.00
C 1.160 0.748 -5.983 0.00
C 1.804 -0.354 -6.488 0.00
C 1.694 -1.415 -5.648 0.00
C 0.933 -1.024 -4.525 0.00
H 0.371 0.894 -4.017 0.00
H 1.070 1.787 -6.263 0.00
H 2.262 -0.405 -7.465 0.00
H 1.979 -2.446 -5.796 0.00
H 0.603 -1.662 -3.719 0.00
N -3.534 -0.290 5.149 0.00
C -3.039 -0.455 3.887 0.00
C -1.870 -1.251 3.937 0.00
C -1.678 -1.425 5.335 0.00
C -2.695 -0.806 6.044 0.00
H -4.404 0.154 5.405 0.00
H -3.578 -0.105 3.019 0.00
H -1.355 -1.750 3.129 0.00
H -0.871 -2.012 5.747 0.00
H -3.042 -0.821 7.067 0.00
N 6.700 0.123 0.781 0.04
C 6.835 1.460 0.523 0.35
C 5.598 2.108 0.699 0.11
C 4.698 1.151 1.166 0.12
C 5.393 -0.079 1.117 0.35
H 7.350 -0.628 0.601 0.00
H 7.763 1.865 0.147 0.01
H 5.387 3.148 0.499 0.00
H 3.672 1.258 1.487 0.00
H 5.120 -1.098 1.346 0.01
```


12 unconnected molecules or ions with the total composition C44H76N4O28 at a distorted geometry, computed with ωB97M-V with the def2-TZVPD basis set.

Properties
E_LUMO = 0.032 eV
DFT total energy = -4048.07728 Eh
Net charge = 0

The geometry in XYZ format:
```
152
Properties=species:S:1:pos:R:3:mulliken_charge:R:1
C -1.212 -0.339 -4.560 -1.60
C -0.496 0.999 -4.676 1.77
C -0.286 1.664 -6.070 -0.61
O -0.771 2.983 -5.892 -0.43
C -1.295 3.139 -4.676 0.08
O -1.698 4.172 -4.235 -0.57
O -1.151 2.024 -3.941 0.48
H -0.594 -1.147 -4.959 0.43
H -2.050 -0.370 -5.260 0.58
H -1.518 -0.637 -3.561 -0.10
H 0.509 0.903 -4.255 -0.82
H -0.751 1.097 -6.877 0.39
H 0.786 1.669 -6.265 0.39
C -4.208 2.020 -2.260 -0.98
C -5.007 1.266 -3.298 0.15
C -4.627 1.405 -4.791 0.11
O -4.437 0.061 -5.209 -0.43
C -4.592 -0.821 -4.215 0.68
O -4.469 -1.997 -4.221 -0.53
O -4.747 -0.115 -3.066 -0.31
H -4.331 3.105 -2.311 0.49
H -3.126 1.880 -2.313 -0.10
H -4.479 1.722 -1.246 0.44
H -6.088 1.410 -3.241 0.38
H -3.708 1.961 -4.965 -0.26
H -5.460 1.878 -5.306 0.37
C -0.182 -2.584 2.996 -1.08
C -0.148 -1.313 3.815 1.13
C -0.312 -1.443 5.327 -0.48
O 0.978 -1.165 5.875 -0.42
C 1.773 -0.665 4.903 0.46
O 2.891 -0.263 5.003 -0.57
O 1.129 -0.666 3.734 0.21
H 0.586 -3.328 3.238 0.16
H -0.106 -2.385 1.927 -0.27
H -1.102 -3.157 3.142 0.57
H -0.844 -0.627 3.329 -0.22
H -0.567 -2.468 5.605 0.37
H -1.039 -0.762 5.769 0.19
C 4.233 -3.638 4.315 -1.42
C 4.161 -3.930 2.830 0.43
C 3.173 -5.015 2.411 -0.80
O 2.558 -4.462 1.248 -0.17
C 2.726 -3.124 1.228 -0.39
O 2.193 -2.398 0.446 0.67
O 3.591 -2.767 2.187 -0.32
H 3.297 -3.404 4.818 0.22
H 4.987 -2.885 4.529 0.36
H 4.583 -4.585 4.746 0.46
H 5.139 -4.036 2.356 0.33
H 2.424 -5.172 3.187 0.33
H 3.722 -5.919 2.164 0.46
C -0.349 3.264 7.801 -1.51
C -1.133 2.935 6.559 0.41
C -1.758 4.108 5.801 -0.56
O -1.543 3.767 4.422 -0.32
C -0.747 2.673 4.341 0.20
O -0.407 2.153 3.330 0.14
O -0.306 2.344 5.562 -0.22
H -0.942 3.647 8.629 0.41
H 0.437 3.970 7.534 0.35
H 0.081 2.338 8.186 0.34
H -1.960 2.223 6.683 0.27
H -1.351 5.076 6.095 0.32
H -2.844 4.102 5.893 0.29
C 1.949 2.701 -2.306 0.93
C 2.711 3.974 -2.695 -0.13
C 2.680 4.271 -4.205 0.06
O 2.301 5.646 -4.246 -0.39
C 1.933 6.070 -3.033 0.59
O 1.527 7.158 -2.775 -0.56
O 2.076 5.091 -2.105 -0.32
H 1.998 1.941 -3.094 0.04
H 0.915 3.016 -2.168 -0.24
H 2.414 2.181 -1.469 -0.72
H 3.738 3.895 -2.328 0.40
H 1.899 3.652 -4.650 -0.19
H 3.655 4.116 -4.657 0.37
C 0.806 0.753 0.785 -0.64
C -0.390 0.815 -0.142 2.68
C -0.338 -0.397 -1.071 2.04
O -1.687 -0.814 -1.166 -0.20
C -2.360 -0.356 -0.089 0.15
O -3.469 -0.641 0.225 -0.59
O -1.610 0.556 0.578 -0.57
H 0.797 -0.147 1.396 -0.65
H 0.794 1.625 1.432 0.18
H 1.686 0.697 0.140 -0.38
H -0.418 1.780 -0.651 -0.76
H 0.271 -1.186 -0.619 -0.42
H 0.059 -0.174 -2.062 -0.98
C -1.021 -3.828 -2.952 -1.90
C 0.250 -3.900 -2.130 2.76
C 0.017 -4.555 -0.769 1.17
O 0.730 -5.789 -0.877 -0.44
C 1.448 -5.847 -2.008 0.62
O 2.218 -6.697 -2.315 -0.57
O 1.125 -4.806 -2.802 -0.53
H -1.803 -3.256 -2.447 0.32
H -1.481 -4.790 -3.199 0.42
H -0.864 -3.393 -3.941 0.23
H 0.652 -2.890 -2.062 -1.05
H -1.003 -4.869 -0.537 -0.32
H 0.321 -3.907 0.051 -0.57
C -4.543 -3.921 1.127 -0.98
N -5.599 -4.774 1.588 0.18
C -6.829 -4.200 2.033 -0.96
C -5.415 -6.118 1.605 0.09
O -6.250 -6.912 1.974 -0.57
H -3.984 -3.468 1.958 0.41
H -4.827 -3.085 0.486 0.42
H -3.768 -4.452 0.569 0.11
H -7.329 -4.761 2.819 0.33
H -6.748 -3.173 2.404 0.36
H -7.558 -4.038 1.229 0.31
H -4.456 -6.444 1.181 0.31
C 4.994 -2.132 -1.598 -0.57
N 3.892 -1.953 -2.517 0.33
C 3.770 -2.979 -3.551 -1.03
C 3.026 -0.914 -2.456 0.58
O 2.202 -0.695 -3.337 -0.79
H 4.801 -3.048 -1.030 0.24
H 4.971 -1.315 -0.871 0.03
H 5.953 -2.128 -2.113 0.35
H 3.502 -3.896 -3.016 0.28
H 2.867 -2.847 -4.142 0.24
H 4.670 -3.082 -4.150 0.41
H 3.145 -0.354 -1.514 -0.11
C 3.481 2.961 2.532 -0.61
N 4.195 2.365 1.393 0.23
C 4.724 3.287 0.426 -0.92
C 4.194 1.030 1.238 -0.19
O 4.745 0.388 0.355 -0.74
H 4.186 3.150 3.344 0.30
H 2.714 2.252 2.837 -0.04
H 3.049 3.913 2.229 0.37
H 5.313 2.772 -0.334 0.30
H 3.944 3.855 -0.086 0.12
H 5.442 3.943 0.927 0.49
H 3.656 0.537 2.067 0.59
C -2.914 3.853 0.745 -0.77
N -1.663 4.335 0.197 0.33
C -1.663 4.764 -1.193 -0.81
C -0.561 4.447 0.948 0.36
O 0.492 4.903 0.522 -0.65
H -2.924 4.060 1.815 0.31
H -3.103 2.801 0.526 0.11
H -3.762 4.399 0.326 0.36
H -2.543 5.360 -1.435 0.43
H -0.781 5.291 -1.544 0.13
H -1.729 3.872 -1.821 0.09
H -0.719 4.086 1.975 0.08
```